Entry 1:
{"formula": "C23H45ClF9NO8", "method": "ωB97M-V/def2-TZVPD", "species": ["C", "C", "C", "C", "O", "C", "C", "C", "N", "O", "C", "O", "C", "Cl", "C", "F", "F", "C", "F", "F", "C", "F", "F", "C", "F", "F", "F", "H", "H", "H", "H", "H", "H", "H", "H", "H", "H", "H", "H", "H", "H", "H", "C", "C", "O", "H", "H", "H", "H", "H", "H", "C", "C", "O", "H", "H", "H", "H", "H", "H", "C", "C", "O", "H", "H", "H", "H", "H", "H", "C", "C", "O", "H", "H", "H", "H", "H", "H", "C", "C", "O", "H", "H", "H", "H", "H", "H"], "positions_angstrom": [[5.227, 1.962, -0.349], [4.717, 1.873, 1.206], [3.622, 3.012, 1.647], [2.168, 2.699, 0.900], [1.310, 3.882, 0.777], [0.643, 3.940, -0.559], [1.377, 5.316, -1.170], [2.815, 5.789, -0.550], [3.977, 4.887, -1.019], [0.511, 6.488, -0.809], [-0.571, 5.980, 0.100], [-1.046, 6.584, 1.189], [-0.878, 4.530, -0.606], [-1.181, 5.082, -2.392], [-2.200, 3.673, -0.298], [-3.099, 4.509, 0.586], [-2.987, 3.546, -1.583], [-2.066, 2.231, 0.432], [-3.335, 2.079, 1.246], [-0.972, 2.083, 1.416], [-2.058, 0.917, -0.558], [-3.393, 0.662, -1.219], [-1.876, -0.272, 0.359], [-0.820, 0.848, -1.623], [-0.820, 1.892, -2.671], [0.443, 0.715, -0.861], [-0.984, -0.462, -2.361], [4.365, 2.238, -1.122], [6.013, 2.841, -0.439], [5.735, 0.987, -0.756], [5.693, 1.898, 1.884], [4.187, 0.814, 1.324], [3.972, 4.120, 1.505], [3.412, 2.878, 2.815], [1.602, 1.956, 1.644], [2.434, 2.159, -0.102], [0.983, 3.159, -1.379], [1.652, 5.191, -2.325], [2.827, 5.987, 0.605], [3.055, 6.846, -1.053], [3.814, 4.656, -2.045], [4.788, 5.575, -1.066], [-3.505, -4.170, -1.247], [-2.179, -4.339, -0.536], [-1.294, -3.290, -0.904], [-3.363, -4.175, -2.333], [-4.197, -4.973, -0.978], [-3.963, -3.209, -0.990], [-1.714, -5.290, -0.813], [-2.310, -4.322, 0.550], [-1.712, -2.451, -0.646], [1.751, -6.222, 0.689], [1.840, -6.625, -0.769], [0.593, -6.404, -1.410], [0.970, -6.795, 1.199], [2.704, -6.391, 1.199], [1.483, -5.165, 0.783], [2.086, -7.687, -0.858], [2.610, -6.048, -1.289], [0.387, -5.456, -1.333], [5.039, -4.394, 0.165], [5.009, -2.978, 0.703], [4.818, -2.058, -0.362], [5.844, -4.510, -0.569], [5.190, -5.115, 0.972], [4.102, -4.632, -0.350], [5.955, -2.737, 1.197], [4.199, -2.851, 1.427], [3.972, -2.276, -0.789], [-6.182, 1.981, -1.387], [-7.142, 0.820, -1.542], [-8.111, 1.120, -2.536], [-6.723, 2.892, -1.108], [-5.432, 1.768, -0.621], [-5.672, 2.191, -2.332], [-7.666, 0.628, -0.601], [-6.611, -0.092, -1.833], [-7.635, 1.281, -3.369], [-2.868, -2.455, 4.428], [-2.793, -3.143, 3.081], [-3.633, -2.478, 2.149], [-3.897, -2.450, 4.801], [-2.229, -2.958, 5.159], [-2.554, -1.409, 4.346], [-3.128, -4.181, 3.163], [-1.769, -3.140, 2.695], [-3.322, -1.560, 2.078]], "largest_force_ev_per_a": 9.7, "smiles": "CCCCO[C@@H]1[C@H](CN)OC(=O)[C@]1(Cl)C(F)(F)C(F)(F)C(F)(F)C(F)(F)F.CCO.CCO.CCO.CCO.CCO"}


Entry 2:
{"formula": "C23H45GaN5", "method": "ωB97M-V/def2-TZVPD", "species": ["C", "C", "C", "Ga", "H", "H", "H", "H", "H", "H", "H", "H", "H", "H", "C", "C", "C", "C", "N", "H", "H", "H", "H", "H", "H", "H", "C", "C", "C", "C", "N", "H", "H", "H", "H", "H", "H", "H", "C", "C", "C", "C", "N", "H", "H", "H", "H", "H", "H", "H", "C", "C", "C", "C", "N", "H", "H", "H", "H", "H", "H", "H", "C", "C", "C", "C", "N", "H", "H", "H", "H", "H", "H", "H"], "positions_angstrom": [[2.641, 1.760, 0.335], [1.508, 2.271, -0.599], [0.294, 2.906, 0.135], [-1.401, 1.712, 0.005], [2.492, 0.724, 0.679], [3.577, 1.745, -0.271], [2.849, 2.426, 1.186], [1.967, 3.074, -1.229], [1.250, 1.448, -1.289], [0.522, 2.990, 1.214], [0.114, 3.925, -0.250], [-2.361, 2.190, -1.236], [-0.883, 0.211, -0.275], [-2.225, 1.928, 1.374], [5.390, 6.042, -4.059], [5.313, 4.640, -3.464], [3.928, 4.004, -3.588], [2.916, 4.803, -2.875], [2.129, 5.415, -2.313], [4.727, 6.736, -3.540], [6.405, 6.436, -3.973], [5.119, 6.034, -5.118], [5.602, 4.687, -2.411], [6.037, 3.998, -3.968], [3.939, 3.001, -3.158], [3.639, 3.921, -4.637], [-0.478, -2.220, 4.695], [-1.935, -1.779, 4.779], [-2.638, -1.763, 3.419], [-1.966, -0.820, 2.502], [-1.452, -0.076, 1.793], [0.113, -1.533, 4.088], [-0.031, -2.241, 5.692], [-0.395, -3.216, 4.267], [-1.981, -0.782, 5.225], [-2.473, -2.457, 5.448], [-3.680, -1.455, 3.538], [-2.626, -2.758, 2.974], [-5.201, -5.405, 5.114], [-5.213, -5.529, 3.594], [-3.998, -6.284, 3.047], [-2.753, -5.578, 3.408], [-1.788, -5.027, 3.683], [-4.339, -4.833, 5.462], [-6.096, -4.888, 5.460], [-5.173, -6.389, 5.587], [-5.252, -4.529, 3.155], [-6.121, -6.051, 3.285], [-4.056, -6.358, 1.961], [-3.959, -7.296, 3.454], [7.260, -0.981, -1.106], [5.831, -0.452, -1.039], [5.132, -0.450, -2.400], [5.860, 0.415, -3.352], [6.417, 1.096, -4.086], [7.891, -0.354, -1.739], [7.708, -0.992, -0.111], [7.284, -2.000, -1.499], [5.844, 0.561, -0.631], [5.254, -1.068, -0.347], [4.111, -0.077, -2.298], [5.084, -1.461, -2.809], [-4.769, 1.237, -3.537], [-5.306, 1.144, -2.115], [-5.705, -0.280, -1.719], [-6.774, -0.789, -2.605], [-7.604, -1.182, -3.290], [-5.526, 0.950, -4.272], [-4.469, 2.261, -3.761], [-3.898, 0.593, -3.668], [-6.167, 1.811, -2.017], [-4.540, 1.502, -1.424], [-6.067, -0.297, -0.691], [-4.845, -0.948, -1.787]], "largest_force_ev_per_a": 2.1, "charge": -1}


Entry 3:
{"formula": "C23H46F4N17O9", "method": "ωB97M-V/def2-TZVPD", "species": ["O", "C", "O", "C", "C", "C", "N", "F", "C", "N", "C", "C", "F", "F", "F", "N", "C", "C", "C", "N", "C", "C", "C", "C", "C", "C", "C", "O", "N", "H", "H", "H", "H", "H", "H", "H", "H", "H", "H", "H", "H", "H", "H", "H", "H", "H", "H", "H", "H", "H", "H", "C", "O", "N", "N", "H", "H", "H", "H", "C", "O", "N", "N", "H", "H", "H", "H", "C", "O", "N", "N", "H", "H", "H", "H", "C", "O", "N", "N", "H", "H", "H", "H", "C", "O", "N", "N", "H", "H", "H", "H", "C", "O", "N", "N", "H", "H", "H", "H"], "positions_angstrom": [[5.418, 0.063, -1.530], [4.537, 0.257, -0.746], [4.470, -0.386, 0.467], [3.393, 1.213, -0.964], [3.695, 2.273, -2.025], [3.667, 1.727, -3.442], [2.393, 1.144, -3.816], [1.447, 1.978, -4.359], [2.015, -0.111, -3.717], [2.798, -1.085, -3.217], [2.050, -2.160, -3.247], [2.606, -3.470, -2.711], [2.202, -4.531, -3.400], [2.229, -3.579, -1.426], [3.925, -3.405, -2.740], [0.827, -1.951, -3.746], [-0.354, -2.802, -4.008], [-0.786, -3.651, -2.827], [-1.471, -2.857, -1.696], [-2.914, -3.025, -1.719], [-3.642, -2.357, -2.795], [-3.752, -0.845, -2.676], [-2.692, 0.021, -2.932], [-2.778, 1.394, -2.767], [-3.975, 1.942, -2.320], [-5.049, 1.109, -2.084], [-4.953, -0.263, -2.269], [-6.074, -1.034, -1.983], [0.823, -0.617, -4.065], [4.436, -1.345, 0.327], [2.520, 0.604, -1.217], [3.160, 1.702, -0.017], [4.707, 2.655, -1.876], [3.020, 3.122, -1.920], [4.449, 0.985, -3.596], [3.861, 2.536, -4.149], [-1.147, -2.102, -4.269], [-0.154, -3.384, -4.909], [0.027, -4.237, -2.412], [-1.509, -4.373, -3.212], [-1.124, -3.272, -0.748], [-1.147, -1.806, -1.699], [-3.322, -2.805, -0.821], [-3.242, -2.651, -3.768], [-4.657, -2.750, -2.766], [-1.754, -0.405, -3.276], [-1.903, 1.996, -2.972], [-4.035, 3.010, -2.160], [-5.986, 1.504, -1.710], [-6.550, -1.171, -2.812], [0.030, -0.137, -4.468], [3.524, -4.175, 1.956], [3.876, -3.096, 1.494], [3.830, -4.565, 3.222], [2.791, -5.060, 1.213], [3.553, -5.446, 3.612], [4.370, -3.935, 3.786], [2.576, -4.771, 0.279], [2.474, -5.952, 1.540], [6.691, 4.939, -0.635], [6.073, 4.202, -1.394], [6.567, 6.295, -0.679], [7.551, 4.454, 0.304], [7.066, 6.916, -0.072], [5.946, 6.679, -1.366], [7.675, 3.460, 0.345], [8.072, 5.037, 0.932], [-8.442, 1.015, -0.023], [-7.307, 1.448, 0.103], [-9.539, 1.644, 0.482], [-8.690, -0.148, -0.710], [-10.466, 1.282, 0.367], [-9.410, 2.508, 0.993], [-7.886, -0.627, -1.082], [-9.609, -0.519, -0.855], [6.093, -1.978, 4.188], [6.283, -2.991, 4.830], [6.363, -0.728, 4.690], [5.586, -1.991, 2.919], [6.221, 0.118, 4.170], [6.752, -0.673, 5.615], [5.374, -2.888, 2.522], [5.417, -1.166, 2.373], [-9.858, 4.243, 3.244], [-9.065, 3.871, 2.392], [-10.911, 5.062, 2.953], [-9.745, 3.869, 4.550], [-11.570, 5.382, 3.637], [-11.010, 5.363, 2.002], [-8.978, 3.269, 4.789], [-10.378, 4.164, 5.269], [3.322, 0.662, 7.201], [4.262, 1.100, 7.839], [2.021, 0.881, 7.568], [3.498, -0.077, 6.064], [1.234, 0.526, 7.061], [1.865, 1.419, 8.400], [4.448, -0.261, 5.788], [2.744, -0.443, 5.515]], "largest_force_ev_per_a": 1.5, "charge": 1, "de_lowest_kj_mol": 0.0}


Entry 4:
{"formula": "C23H46I2N3O5PS3", "method": "ωB97M-V/def2-TZVPD", "species": ["C", "C", "I", "C", "I", "S", "O", "O", "N", "S", "O", "O", "C", "C", "S", "C", "N", "N", "C", "O", "H", "H", "H", "H", "H", "H", "H", "H", "H", "H", "C", "C", "C", "C", "P", "C", "C", "C", "C", "C", "C", "C", "C", "C", "C", "C", "C", "H", "H", "H", "H", "H", "H", "H", "H", "H", "H", "H", "H", "H", "H", "H", "H", "H", "H", "H", "H", "H", "H", "H", "H", "H", "H", "H", "H", "H", "H", "H", "H", "H", "H", "H", "H"], "positions_angstrom": [[5.313, -0.482, 1.647], [4.916, 0.619, 0.658], [6.621, 1.808, 0.153], [3.687, 1.411, 1.101], [2.753, 2.366, -0.545], [3.801, 2.596, 2.471], [4.581, 3.736, 2.064], [2.406, 2.890, 2.715], [4.441, 1.660, 3.575], [4.770, 2.310, 5.004], [4.386, 1.349, 6.010], [4.262, 3.641, 5.217], [6.566, 2.446, 5.162], [7.407, 2.283, 3.895], [8.683, 3.566, 3.726], [7.714, 4.898, 3.156], [7.349, 5.151, 1.943], [6.577, 6.303, 2.006], [6.547, 6.637, 3.250], [7.251, 5.811, 4.046], [4.444, -0.870, 2.172], [5.714, -1.308, 1.060], [6.088, -0.171, 2.331], [4.643, 0.131, -0.271], [2.974, 0.679, 1.467], [6.842, 1.713, 5.911], [6.732, 3.423, 5.600], [6.779, 2.298, 3.015], [7.927, 1.332, 3.924], [6.021, 7.472, 3.669], [0.943, -1.000, -0.910], [-0.241, -1.156, 0.039], [-1.005, -2.467, -0.140], [-1.901, -2.527, -1.387], [-3.505, -1.723, -1.277], [-4.295, -2.303, 0.245], [-4.326, -3.805, 0.568], [-5.323, -4.680, -0.196], [-6.750, -4.143, -0.225], [-4.539, -2.298, -2.634], [-4.131, -2.093, -4.103], [-4.395, -0.721, -4.730], [-5.744, -0.102, -4.382], [-3.509, 0.061, -1.019], [-3.099, 1.097, -2.077], [-1.734, 0.911, -2.758], [-0.656, 1.835, -2.195], [0.650, -1.047, -1.963], [1.413, -0.031, -0.737], [1.685, -1.780, -0.729], [-0.912, -0.301, -0.071], [0.134, -1.114, 1.063], [-1.606, -2.658, 0.753], [-0.288, -3.288, -0.200], [-2.135, -3.579, -1.591], [-1.359, -2.188, -2.272], [-5.300, -1.874, 0.280], [-3.748, -1.805, 1.051], [-4.559, -3.887, 1.632], [-3.326, -4.229, 0.450], [-5.330, -5.661, 0.283], [-4.975, -4.867, -1.216], [-7.145, -4.025, 0.786], [-7.404, -4.833, -0.758], [-6.821, -3.179, -0.732], [-5.566, -1.976, -2.453], [-4.554, -3.382, -2.489], [-4.690, -2.832, -4.681], [-3.076, -2.349, -4.231], [-4.331, -0.833, -5.814], [-3.588, -0.034, -4.470], [-6.569, -0.726, -4.732], [-5.843, 0.877, -4.849], [-5.868, 0.046, -3.307], [-2.942, 0.238, -0.100], [-4.546, 0.285, -0.741], [-3.126, 2.073, -1.590], [-3.884, 1.147, -2.832], [-1.838, 1.131, -3.823], [-1.399, -0.127, -2.698], [-0.899, 2.876, -2.410], [0.312, 1.621, -2.647], [-0.549, 1.731, -1.114]], "largest_force_ev_per_a": 1.2}


Entry 5:
{"formula": "C23H46N3O6", "method": "ωB97M-V/def2-TZVPD", "species": ["C", "C", "C", "C", "C", "C", "C", "C", "C", "O", "O", "C", "C", "N", "H", "H", "H", "H", "H", "H", "H", "H", "H", "H", "H", "H", "H", "H", "H", "H", "C", "O", "C", "C", "N", "C", "C", "O", "C", "H", "H", "H", "H", "H", "H", "H", "H", "H", "H", "H", "H", "H", "H", "H", "C", "O", "C", "C", "N", "C", "C", "O", "C", "H", "H", "H", "H", "H", "H", "H", "H", "H", "H", "H", "H", "H", "H", "H"], "positions_angstrom": [[-4.126, -0.363, 8.325], [-3.592, -1.883, 7.956], [-2.036, -2.019, 8.451], [-3.872, -2.330, 6.403], [-2.543, -2.387, 5.444], [-2.098, -0.861, 4.925], [-0.719, -0.150, 5.461], [-0.312, 1.371, 4.948], [1.082, 2.002, 5.575], [1.023, 2.351, 6.887], [2.352, 2.166, 4.846], [-1.301, 2.118, 3.874], [-2.669, 1.294, 3.393], [-2.978, -0.119, 3.914], [-5.313, -0.380, 8.376], [-3.664, -0.100, 9.374], [-3.706, 0.405, 7.538], [-4.223, -2.633, 8.636], [-1.625, -3.132, 8.366], [-2.012, -1.776, 9.618], [-1.287, -1.263, 7.955], [-4.592, -1.497, 5.943], [-4.484, -3.347, 6.298], [-1.645, -3.005, 5.870], [-2.880, -2.949, 4.447], [-0.032, -0.738, 6.215], [2.990, 2.534, 5.555], [-1.025, 3.204, 3.492], [-3.402, 1.819, 2.617], [-3.861, -0.565, 3.526], [-1.038, -2.858, -2.483], [-0.190, -2.101, -1.629], [0.582, -1.119, -2.331], [0.123, 0.298, -1.949], [-1.207, 0.590, -2.492], [-1.806, 1.815, -1.954], [-2.133, 1.839, -0.448], [-3.171, 0.933, -0.068], [-2.730, -0.389, 0.205], [-1.480, -3.666, -1.895], [-1.846, -2.237, -2.875], [-0.469, -3.301, -3.308], [0.556, -1.269, -3.417], [1.621, -1.246, -2.010], [0.839, 1.026, -2.341], [0.124, 0.363, -0.856], [-1.828, -0.188, -2.281], [-2.738, 1.974, -2.503], [-1.155, 2.664, -2.195], [-2.515, 2.840, -0.217], [-1.246, 1.706, 0.181], [-1.718, -0.416, 0.618], [-2.794, -1.004, -0.695], [-3.413, -0.827, 0.938], [6.535, 1.589, -5.904], [5.580, 1.773, -6.941], [5.388, 0.599, -7.741], [3.980, 0.023, -7.520], [3.849, -0.562, -6.182], [2.469, -0.895, -5.818], [1.473, 0.274, -5.685], [1.755, 1.152, -4.592], [2.687, 2.181, -4.889], [6.720, 2.560, -5.436], [6.151, 0.909, -5.140], [7.481, 1.210, -6.304], [6.163, -0.157, -7.562], [5.475, 0.913, -8.787], [3.784, -0.748, -8.270], [3.263, 0.837, -7.664], [4.210, 0.098, -5.496], [2.516, -1.408, -4.853], [2.076, -1.622, -6.538], [0.491, -0.162, -5.466], [1.349, 0.834, -6.617], [2.635, 2.506, -5.932], [3.700, 1.862, -4.635], [2.455, 3.039, -4.250]], "largest_force_ev_per_a": 9.0, "charge": 1, "de_lowest_kj_mol": 1317.3}


Quick rundown of lowest unoccupied orbital energy, same order as above: -1.023, 2.018, -2.984, -0.750, -5.240 eV